No. 1
92
Properties=species:S:1:pos:R:3:forces:R:3:lowdin_charge:R:1 method="wB97M-V/def2-TZVPD" max_force_ev_per_a=0.8 total_energy_ha=-2251.415788 homo_ev=-13.2 charge=+2 homo_lumo_gap_ev=6.87
Au 0.76375 2.17898 0.00802 -0.3 0.2 -0.6 1.21
N 2.75645 4.71665 0.40878 0.0 0.0 0.2 0.14
C 3.42332 3.58255 0.00410 0.0 0.0 -0.2 -0.27
C 4.82107 3.60007 0.05666 0.0 0.0 -0.1 0.02
C 5.52261 2.52705 -0.42802 0.1 0.0 0.0 0.00
C 4.83097 1.44501 -0.97504 0.0 0.0 0.0 -0.03
C 3.46592 1.46585 -0.94713 0.0 0.1 -0.1 -0.13
N 2.75847 2.51573 -0.45208 0.1 -0.2 0.5 -0.03
C 1.47028 5.16146 0.17446 0.0 0.1 0.0 -0.27
C 1.25249 6.54194 0.28133 0.0 0.0 0.0 0.02
C -0.00729 7.04451 0.09593 0.0 0.0 0.0 -0.01
C -1.04766 6.16409 -0.20424 0.0 0.0 0.0 -0.03
C -0.76057 4.83203 -0.29390 0.1 0.0 0.0 -0.11
N 0.47914 4.31336 -0.11082 -0.1 0.1 0.0 -0.02
H 3.37469 5.44657 0.72635 0.0 0.0 0.0 0.15
H 5.32960 4.46689 0.45568 0.0 0.0 0.0 0.13
H 6.60388 2.53257 -0.39952 0.0 0.0 0.0 0.13
H 5.34743 0.59471 -1.39390 0.0 0.0 0.0 0.13
H 2.88090 0.64160 -1.32084 0.0 0.0 0.1 0.09
H 2.08557 7.19508 0.50350 0.0 0.0 0.0 0.13
H -0.18560 8.10800 0.17585 0.0 0.0 0.0 0.13
H -2.05912 6.51095 -0.35245 0.0 0.0 0.0 0.12
H -1.54100 4.12138 -0.50644 0.0 0.0 0.0 0.08
C -5.86226 -0.17998 0.05964 0.0 0.0 0.0 -0.06
C -5.33364 0.35564 -1.26633 0.0 0.0 0.0 -0.39
C -4.45709 -0.65866 -1.99473 0.1 0.0 0.0 -0.05
C -4.63501 1.70503 -1.11692 0.1 0.1 0.0 -0.08
N -3.30833 1.64418 -0.46595 0.0 -0.2 0.0 -0.05
C -2.10699 1.74314 -1.01127 0.1 0.0 -0.1 -0.13
N -1.22518 1.68803 -0.02930 -0.1 0.2 0.5 -0.14
N -1.91755 1.53960 1.12601 0.0 0.0 0.0 0.06
N -3.16101 1.50833 0.86347 0.0 0.0 0.0 0.13
H -6.41017 -1.10726 -0.10421 0.0 0.0 0.0 0.09
H -6.54211 0.52814 0.53395 0.0 0.0 0.0 0.09
H -5.05332 -0.39067 0.75999 0.0 0.0 0.0 0.04
H -6.18893 0.58583 -1.90882 0.0 0.0 0.0 0.15
H -3.62813 -0.99042 -1.36403 -0.1 0.0 -0.1 0.05
H -4.04821 -0.25531 -2.92516 0.0 0.0 0.0 0.08
H -5.03719 -1.54307 -2.25338 0.0 0.0 0.0 0.10
H -5.22152 2.40349 -0.52099 0.0 0.0 0.0 0.14
H -4.45040 2.15098 -2.09477 0.0 0.0 0.0 0.13
H -1.90162 1.85380 -2.06273 0.0 0.0 0.0 0.16
N 1.20678 0.41689 0.64049 0.5 -0.5 0.1 -0.31
P 0.79009 -1.10811 0.36113 -0.1 0.6 0.0 0.57
N 2.01539 -1.97994 1.01153 0.0 -0.1 0.1 -0.19
C 1.87090 -3.33505 1.57489 0.0 0.0 -0.1 -0.19
C 2.50014 -3.43449 2.95772 0.0 0.0 0.0 -0.18
C 3.95697 -2.98747 2.92465 0.0 0.0 0.0 -0.19
C 4.06874 -1.59590 2.31247 0.0 0.0 0.0 -0.18
C 3.41782 -1.55968 0.93729 0.0 0.0 -0.1 -0.20
N -0.54966 -1.68333 1.13107 -0.2 0.0 0.0 -0.20
C -1.83102 -1.77661 0.41278 0.1 -0.1 0.0 -0.21
C -2.97540 -2.04500 1.38402 0.0 0.0 0.0 -0.19
C -2.57395 -3.11938 2.38789 0.0 0.0 0.0 -0.16
C -1.38275 -2.64327 3.24238 0.0 0.0 0.0 -0.16
C -0.67155 -1.46458 2.58453 0.1 0.0 0.0 -0.20
N 0.53954 -1.46152 -1.23259 0.1 -0.1 -0.1 -0.20
C 0.60671 -2.88707 -1.62585 0.0 0.0 0.0 -0.19
C -0.22102 -3.12409 -2.87838 0.0 0.0 0.0 -0.17
C 0.33255 -2.32340 -4.06421 0.0 0.0 0.0 -0.18
C 0.97701 -1.00985 -3.59451 0.0 0.0 0.0 -0.17
C 0.31057 -0.51439 -2.31925 -0.1 -0.1 0.1 -0.24
H 2.37535 -4.03443 0.89571 0.0 0.0 0.0 0.13
H 0.81772 -3.60005 1.59600 0.0 0.0 0.0 0.10
H 2.42138 -4.46420 3.30980 0.0 0.0 0.0 0.12
H 1.93945 -2.80999 3.65900 0.0 0.0 0.0 0.11
H 4.53563 -3.69211 2.31829 0.0 0.0 0.0 0.12
H 4.38725 -3.00624 3.92593 0.0 0.0 0.0 0.12
H 5.11656 -1.30117 2.22219 0.0 0.0 0.0 0.12
H 3.57200 -0.86109 2.95337 0.0 0.0 0.0 0.12
H 3.95009 -2.24052 0.25915 0.0 0.0 0.0 0.13
H 3.45575 -0.55829 0.52394 0.0 0.0 0.0 0.06
H -1.77824 -2.60437 -0.29976 0.0 0.0 0.0 0.11
H -2.02607 -0.86852 -0.17334 0.0 0.0 0.0 0.06
H -3.84844 -2.35949 0.80919 0.0 0.0 0.0 0.11
H -3.25464 -1.12945 1.91268 0.0 0.0 0.0 0.10
H -2.30972 -4.02882 1.84228 0.0 0.0 0.0 0.12
H -3.42120 -3.37586 3.02216 0.0 0.0 0.0 0.12
H -0.67955 -3.46405 3.39245 0.0 0.0 0.0 0.10
H -1.71629 -2.33536 4.23455 0.0 0.0 0.0 0.12
H 0.32675 -1.33222 2.99894 0.0 0.0 0.0 0.10
H -1.20548 -0.52811 2.76898 0.0 0.0 0.0 0.10
H 0.23767 -3.49764 -0.79976 0.0 0.0 0.0 0.11
H 1.64801 -3.17986 -1.80065 0.0 0.0 0.0 0.13
H -1.25569 -2.83564 -2.67347 0.0 0.0 0.0 0.10
H -0.23327 -4.18946 -3.10721 0.0 0.0 0.0 0.12
H -0.47398 -2.10970 -4.76682 0.0 0.0 0.0 0.11
H 1.06788 -2.91601 -4.60870 0.0 0.0 0.0 0.12
H 0.90966 -0.24914 -4.37333 0.0 0.0 0.0 0.12
H 2.04033 -1.16048 -3.38788 0.0 0.0 0.0 0.11
H -0.76764 -0.38007 -2.50107 0.0 0.0 0.0 0.10
H 0.70429 0.46065 -2.03144 0.1 0.1 0.0 0.05

=====

No. 2
91
Properties=species:S:1:pos:R:3:forces:R:3:lowdin_spin:R:1 method="wB97M-V/def2-TZVPD" max_force_ev_per_a=0.4 spin_multiplicity=2 total_energy_ha=-5283.761558 homo_ev="-3.8 / -3.8" charge=-1 homo_lumo_gap_ev="6.32 / 6.32"
Mn -0.52248 -1.57445 0.21676 0.0 -0.4 0.1 0.96
C -2.87183 -1.98396 2.70228 0.0 0.1 0.0 0.00
C -2.32588 -0.84528 3.54502 0.0 0.0 0.0 0.00
C -3.45005 0.13721 3.89962 0.0 0.0 0.0 0.00
C -1.18092 -0.07550 2.93951 0.1 0.0 -0.1 0.01
C -0.47774 0.92266 3.62927 0.0 -0.1 0.0 0.00
C 0.44108 1.43203 2.74129 0.0 0.0 0.0 0.00
C 1.54274 2.40020 3.08839 0.0 0.0 0.0 0.00
C 1.47731 3.77424 2.41784 0.0 0.0 0.0 0.00
C 2.90996 1.73481 2.90829 0.0 0.0 0.0 0.00
N 0.27557 0.78184 1.57087 0.0 0.0 0.0 0.00
N -0.69713 -0.17353 1.70059 0.0 0.2 0.1 0.00
B 0.89081 1.04616 0.16490 0.0 0.0 0.0 0.00
N 1.91691 -0.09994 -0.11528 0.1 0.0 -0.1 0.00
N 1.56395 -1.34613 0.28911 0.1 0.2 0.0 0.00
C 2.61630 -2.13739 0.12129 -0.1 0.0 0.0 0.00
C 3.66608 -1.39714 -0.43520 0.0 -0.1 0.0 0.00
C 3.17736 -0.11342 -0.59512 0.0 0.0 0.0 0.00
C 3.86129 1.00840 -1.33158 0.0 0.0 0.0 0.00
C 4.25690 2.22024 -0.48572 0.0 0.0 0.0 0.00
C 3.03577 1.41571 -2.55505 0.0 0.0 0.0 0.00
C 2.61241 -3.59768 0.47537 0.0 0.0 0.0 0.00
C 1.62041 -3.92542 1.58936 0.0 0.0 0.0 0.00
C 2.35739 -4.46279 -0.76391 0.0 0.0 0.0 0.00
N -0.20406 1.00150 -0.92133 0.0 0.0 0.0 0.00
N -0.60571 -0.23521 -1.33890 0.1 0.0 0.1 0.00
C -1.38857 -0.06284 -2.39787 0.0 0.0 0.0 0.00
C -1.52296 1.30314 -2.66180 0.0 0.0 0.0 0.00
C -0.78286 1.94959 -1.69113 0.0 0.0 0.0 0.00
C -0.73772 3.43580 -1.45249 0.0 0.0 0.0 0.00
C 0.59562 4.09476 -1.81778 0.0 0.0 0.0 0.00
C -1.17369 3.78708 -0.02895 0.0 0.0 0.0 0.00
C -1.98416 -1.22525 -3.13754 0.0 0.0 0.0 0.00
C -1.85666 -1.01292 -4.64643 0.0 0.0 0.0 0.00
C -3.44582 -1.45456 -2.74820 0.0 0.0 0.0 0.00
H -3.69108 -2.46907 3.23691 0.0 0.0 0.0 0.00
H -3.25596 -1.62082 1.74829 0.0 0.0 0.0 0.00
H -2.11198 -2.73375 2.48679 0.0 0.0 0.0 0.00
H -1.94310 -1.26497 4.48334 0.0 0.0 0.0 0.00
H -3.83938 0.61052 2.99673 0.0 0.0 0.0 0.00
H -4.26563 -0.39636 4.39315 0.0 0.0 0.0 0.00
H -3.09859 0.92447 4.56821 0.0 0.0 0.0 0.00
H -0.61799 1.22582 4.65392 0.0 0.0 0.0 0.00
H 1.40658 2.57373 4.16000 0.0 0.0 0.0 0.00
H 1.66221 3.71964 1.34668 0.0 0.0 0.0 0.00
H 0.50043 4.23464 2.56515 0.0 0.0 0.0 0.00
H 2.23522 4.42662 2.85787 0.0 0.0 0.0 0.00
H 3.05916 1.42366 1.87638 0.0 0.0 0.0 0.00
H 3.71275 2.42455 3.17850 0.0 0.0 0.0 0.00
H 2.98858 0.84613 3.53682 0.0 0.0 0.0 0.00
H 1.45539 2.09411 0.16445 0.0 0.0 0.0 0.00
H 4.64548 -1.75288 -0.71171 0.0 0.0 0.0 0.00
H 4.79170 0.56119 -1.69458 0.0 0.0 0.0 0.00
H 3.38458 2.75901 -0.11978 0.0 0.0 0.0 0.00
H 4.86080 1.92175 0.37231 0.0 0.0 0.0 0.00
H 4.84473 2.91202 -1.09279 0.0 0.0 0.0 0.00
H 2.05460 1.78258 -2.26025 0.0 0.0 0.0 0.00
H 3.54278 2.20496 -3.11441 0.0 0.0 0.0 0.00
H 2.88188 0.56219 -3.21676 0.0 0.0 0.0 0.00
H 3.61973 -3.81967 0.84346 0.0 0.0 0.0 0.00
H 0.59439 -3.73805 1.26537 0.0 0.0 0.0 0.00
H 1.68589 -4.98315 1.85131 0.0 0.0 0.0 0.00
H 1.81456 -3.33099 2.48321 0.0 0.0 0.0 0.00
H 1.35745 -4.27360 -1.15214 0.0 0.0 0.0 0.00
H 3.08171 -4.24032 -1.54920 0.0 0.0 0.0 0.00
H 2.43859 -5.52288 -0.51190 0.0 0.0 0.0 0.00
H -2.15715 1.77830 -3.39102 0.0 0.0 0.0 0.00
H -1.49953 3.83461 -2.12668 0.0 0.0 0.0 0.00
H 1.39983 3.78457 -1.14930 0.0 0.0 0.0 0.00
H 0.88878 3.84787 -2.84022 0.0 0.0 0.0 0.00
H 0.50191 5.18033 -1.74294 0.0 0.0 0.0 0.00
H -0.55921 3.27662 0.71017 0.0 0.0 0.0 0.00
H -1.08755 4.86464 0.13460 0.0 0.0 0.0 0.00
H -2.20591 3.48606 0.13439 0.0 0.0 0.0 0.00
H -1.40458 -2.10819 -2.86039 0.0 0.0 0.0 0.00
H -2.44520 -0.15065 -4.96672 0.0 0.0 0.0 0.00
H -0.81867 -0.84123 -4.93669 0.0 0.0 0.0 0.00
H -2.22754 -1.88915 -5.18343 0.0 0.0 0.0 0.00
H -4.04816 -0.57437 -2.98122 0.0 0.0 0.0 0.00
H -3.84879 -2.31243 -3.29556 0.0 0.0 0.0 0.00
H -3.54953 -1.62683 -1.67787 0.0 0.0 0.0 0.00
C -3.02152 -4.93000 -0.92836 0.0 0.0 0.0 0.00
O -2.89170 -3.77466 -0.08801 0.1 0.0 0.0 0.01
C -1.77688 -3.04739 -0.17366 -0.1 0.2 -0.2 0.01
O -0.83061 -3.40469 -0.90644 0.0 0.0 0.1 -0.03
H -3.41729 -5.73415 -0.31088 0.0 0.0 0.0 0.00
H -2.06285 -5.21321 -1.35602 0.0 0.0 0.0 0.00
H -3.72836 -4.69554 -1.72428 0.0 0.0 0.0 0.00
Se -3.99617 0.98937 0.11942 0.0 -0.1 0.2 0.00
C -4.23679 2.32173 -1.08904 0.0 0.0 -0.2 0.00
N -4.36168 3.15533 -1.89057 0.0 0.1 0.0 0.00